1.
Molecular formula: C17H28Cl2N2O7P
Method: DFT, ωB97M-V/def2-TZVPD

Each line ends with the Mulliken charge.
Positions of all 57 atoms, in Å:
H: -3.7763 0.4739 -1.6228  0.402
H: -2.4966 0.3119 1.3382  0.454
P: 2.9688 3.3318 0.4744  0.023
C: -3.1176 -1.0272 -0.2107  0.504
H: 1.0876 -1.8275 2.8135  0.630
H: 2.3920 -3.6617 2.1524  0.371
H: -2.2154 0.9199 -0.2733  0.350
N: -1.8432 -0.5959 3.6228  -0.645
C: -4.3261 -1.1263 0.7425  0.646
O: 5.6555 3.6472 -3.5790  -0.495
H: -4.7056 -3.1875 1.1483  0.374
H: 1.0485 -1.8912 0.0810  0.120
H: 1.2861 -0.5872 -1.5693  0.482
H: -5.1239 -2.7231 -0.5049  0.302
Cl: 2.7960 4.0354 -1.4414  -0.143
C: -5.2239 0.1066 0.6920  -1.724
O: 2.1020 4.4628 1.3510  -0.437
H: -4.5917 -1.0339 -1.7925  0.414
C: 1.8986 1.9182 0.6154  -1.235
H: 4.0790 1.1046 -3.3494  0.091
C: -2.1644 0.0332 0.3444  -0.874
C: 1.8066 -2.0733 0.8250  0.229
H: 1.1707 4.2321 1.2633  0.353
C: 0.1048 0.4902 0.7714  -2.025
H: 2.6172 -1.0789 2.5056  0.233
O: 5.2180 3.6133 -5.7576  -0.592
H: 0.8902 -3.9743 1.2696  0.357
Cl: -0.0134 2.2376 -1.3783  -0.197
H: 2.6106 -0.0773 -0.5498  0.416
H: -5.7821 0.1496 1.6179  0.470
H: -3.9399 -1.1498 1.7547  0.298
C: 0.9407 1.2015 -0.2977  3.294
H: -2.6359 -1.9898 -0.2946  0.518
C: -5.1234 -2.4073 0.5281  -1.580
H: 4.3554 0.8309 -1.6655  0.314
H: 2.4726 -4.0979 0.4890  0.458
O: -0.8389 -0.4655 0.3785  -0.324
O: 5.6900 1.7744 -4.5936  -0.602
C: 1.8137 0.2909 -1.1821  -1.392
C: 5.5155 3.0390 -4.6959  0.821
H: 3.7417 -0.4922 -2.6526  0.305
H: -4.6465 1.0189 0.6602  0.364
H: -2.9335 -0.8480 -2.3838  0.421
H: -0.4663 1.3314 1.1736  0.656
C: 1.8821 -3.5486 1.2059  -1.701
O: 2.3757 1.0188 -2.2263  -0.423
O: 0.3941 0.4085 3.2985  -0.619
N: 1.9157 1.2452 1.8240  -0.046
C: -0.7696 -0.1029 3.4627  0.724
H: -5.9191 0.0709 -0.1331  0.364
H: -6.1405 -2.2814 0.8739  0.446
C: -3.6260 -0.5943 -1.5924  -1.865
H: 2.5011 1.5497 2.5766  0.378
C: 1.0192 0.1621 1.9368  1.113
C: 3.6926 0.5839 -2.4937  -0.575
H: 2.7617 -1.8347 0.3829  0.301
C: 1.6302 -1.2310 2.0905  -1.505

Properties
Net charge: -1
HOMO (hartree): -0.10013
2S+1: 1


2.
Molecular formula: C17H28ClN5O7STi
Method: DFT, ωB97M-V/def2-TZVPD

Each line ends with the Mulliken charge.
Positions of all 60 atoms, in Å:
C: 1.6205 -1.5425 0.7719  -0.172
H: -2.6962 1.8921 0.9916  0.266
O: -1.1334 0.9666 -0.9013  1.123
H: -3.8557 0.6738 -0.8371  0.295
H: -4.1110 2.0221 -1.9713  0.449
H: 3.1875 -3.7655 0.1899  0.183
C: -1.7753 -2.9010 0.2125  0.048
C: -3.3927 1.2727 -1.6260  -1.507
H: -2.9488 -2.8493 2.0313  0.418
H: -0.1952 2.6146 4.5456  0.349
O: 0.5019 -1.1865 -3.8467  -0.563
H: 2.9354 -0.2424 -3.2230  0.487
H: 2.0016 1.9199 5.6006  0.358
H: -1.7142 -0.8005 2.0496  0.368
N: 0.5035 2.5219 2.5847  -0.121
H: 0.8957 3.4276 2.3808  0.248
O: 1.0973 0.5998 -5.2292  -0.769
C: 2.2936 -1.8715 -0.4009  0.855
H: -3.7859 -2.2708 0.5873  0.354
C: 0.7934 1.6180 1.5619  0.117
C: 1.8976 -2.1693 2.1100  -1.806
S: 1.4030 2.2913 0.0805  -0.643
C: 0.5791 2.0977 3.9672  -0.418
N: -2.5857 -0.8734 1.5328  -0.493
N: 2.1463 -0.9197 -1.4290  0.554
H: -0.7973 -2.9187 0.6988  -0.101
C: 3.8711 -2.0622 -2.6550  -1.275
N: 0.8530 -0.4218 0.6696  1.271
C: -1.6532 3.0247 -2.0920  -1.755
Ti: 0.4025 0.0534 -1.1445  -0.861
H: 2.7281 1.9003 3.9821  0.304
N: 0.6239 0.3556 1.7935  -0.800
H: 0.3568 1.0322 3.9731  0.270
C: -1.6737 -2.1413 -1.1263  0.182
O: -2.6323 -2.1833 -1.8836  -0.711
O: 0.7843 0.9941 -2.9445  -0.386
H: 2.7231 -1.6588 2.6193  0.276
C: 3.1473 -2.9944 -0.5685  -1.219
C: 1.9496 2.3530 4.5982  -1.151
H: -3.2157 3.3619 0.1190  0.476
H: -1.5905 2.6079 -3.0914  0.300
H: 1.0175 -2.0916 2.7519  0.323
H: 4.4989 -2.0786 -3.5368  0.353
C: -2.8312 -2.2494 1.1211  -1.026
H: -0.6675 3.3805 -1.7890  0.251
H: -2.4306 -0.2900 0.7154  -0.079
C: -2.4086 2.6337 0.2428  -1.528
H: -2.3577 3.8615 -2.0973  0.485
H: -1.5095 3.1414 0.5944  0.271
C: 2.9852 -1.0317 -2.4851  0.120
O: -1.0655 0.4864 -4.3297  -0.685
O: -0.5427 -1.5679 -1.3632  -0.564
H: -3.1309 0.6109 -2.4526  0.291
C: 3.9209 -3.1004 -1.6913  -0.249
Cl: 0.3108 0.1957 -4.0871  1.948
H: 4.5721 -3.9570 -1.8242  0.386
H: 2.1412 3.4270 4.6671  0.287
C: -2.1132 1.9444 -1.0998  1.636
H: 2.1633 -3.2218 1.9999  0.534
H: -2.0915 -3.9218 -0.0175  0.446

Properties
Net charge: -2
HOMO (hartree): 0.01149
2S+1: 1


3.
Molecular formula: C17H28F9NNiO4S2
Method: DFT, ωB97M-V/def2-TZVPD

Each line ends with the Mulliken charge.
Positions of all 62 atoms, in Å:
H: 0.3127 -1.6584 5.7043  0.300
C: -1.8686 -1.5602 5.6107  -0.669
C: -0.5226 -1.3200 6.3167  -1.133
H: -0.8676 -2.6929 4.0632  0.383
H: -2.1324 1.1631 0.9001  0.360
C: 3.4020 1.9547 -2.5745  0.391
O: -4.1742 2.2703 -0.3080  -0.497
H: -1.0037 0.3418 -1.9357  0.628
C: -1.7070 -2.0029 4.1553  -0.799
H: 2.5461 -2.8292 0.2356  0.328
F: 1.7528 3.3631 -3.9627  -0.439
H: 0.1935 -1.2847 -3.4129  0.649
H: 0.8388 1.2918 -2.6754  0.509
F: 3.2285 1.5262 -1.3021  -0.207
H: 2.0087 -1.8978 1.5302  0.335
C: -3.4497 1.1749 -0.7367  -0.189
H: -2.4309 -1.1870 -0.9785  0.654
H: -2.4709 -2.2802 6.1535  0.422
C: -1.4171 -1.6689 0.8168  -0.228
C: -1.4869 -0.7999 3.2216  -1.146
H: -2.4644 -0.4332 2.9172  0.326
H: -1.0102 -0.0002 3.7868  0.458
H: 0.0873 -1.8805 2.3049  0.530
C: 0.5222 -1.0306 -1.3348  1.927
H: 1.7190 -0.0459 0.2476  0.491
O: -1.1663 -2.8205 -2.2089  -0.667
O: -0.6882 -2.8009 0.2090  -0.415
F: 3.0155 1.2945 -4.8294  -0.350
H: -0.4634 -1.8872 7.2413  0.349
C: -0.6264 -0.0545 -0.9946  -1.859
H: -3.4709 -0.0225 0.9865  0.617
C: -0.6231 -1.1138 1.9959  -0.600
F: 4.7171 2.0411 -2.8402  -0.247
H: -2.2442 3.0282 -0.5611  0.290
H: 0.8170 0.6477 -4.2733  0.484
O: 1.0174 -3.5922 -1.2949  -0.717
H: -0.0385 -0.2356 1.7074  0.123
H: -2.3224 -2.1037 1.2349  0.871
F: 3.6148 4.1524 -1.4307  -0.244
C: 1.7664 -0.9512 -0.3458  -1.319
N: 1.9350 -2.0731 0.5309  0.045
H: 1.8403 -1.5608 -2.9546  0.973
S: -0.1203 -2.7225 -1.2501  1.402
H: -3.8849 0.5519 -1.5114  0.585
H: -2.6161 -2.5216 3.8529  0.334
Ni: 2.3298 3.2886 -5.9215  0.824
F: 3.5559 -0.1926 -3.3486  -0.264
C: 2.7656 0.8787 -3.5178  1.042
S: 2.7310 3.7629 -2.6289  1.429
C: -1.8246 -0.6597 -0.2429  0.051
H: 2.6564 -0.9425 -0.9757  0.337
F: 1.5155 3.3425 -1.7132  -0.269
C: -2.7162 0.4287 0.3470  -1.261
H: -0.3723 -0.2770 6.5765  0.293
F: 2.1354 5.1817 -2.7318  -0.225
H: -0.2298 0.8023 -0.4464  0.477
F: 3.8393 4.1755 -3.6811  -0.337
C: -2.9743 2.4952 -1.1518  -0.760
C: 1.0002 -0.8921 -2.7992  -2.063
H: -3.3507 2.9252 -2.0668  0.361
C: 1.2923 0.5324 -3.3017  -1.015
H: -2.4179 -0.6186 5.5969  0.338

Properties
Net charge: +2
HOMO (spin up / spin down) (hartree): -0.54750 / -0.54747
2S+1: 3
<S²>: 2.006


The calculation returns the following M values, one per record and in order: 474.30 529.83 604.22 g/mol.
The calculation returns the following calculated total energy values, one per record and in order: -2562.3482 -3172.8192 -4222.8991 hartree.